# 1
ORCA calculation (ωB97M-V with the def2-TZVPD basis set) on a molecular structure, C37H22N12O4SSc.

Each line ends with the Löwdin charge.
Element x y z (Å)
Sc 0.0234 0.7105 -0.0867  0.938
S -0.1798 -1.7018 -2.3562  0.743
O 3.3579 -0.9235 -1.5965  0.081
O 1.7593 -0.3014 -0.1464  -0.179
O 0.8797 1.4997 -1.6926  -0.133
O 2.8331 1.6435 -2.8139  0.101
N 0.8742 -3.9111 -3.5114  0.010
N -3.1567 -0.1170 -1.4142  0.202
N 1.6653 -3.6174 -1.6057  -0.074
N 1.7508 -4.9528 -3.3460  0.111
N -1.6233 -0.7421 0.3384  0.063
N 1.9370 -3.1729 -0.3073  0.151
N -0.9263 3.9950 -0.7383  0.216
N 1.6916 2.0524 2.7176  0.208
N 0.2521 2.6535 0.8887  0.093
N -0.5289 -2.0802 2.0175  0.213
N -1.7744 1.7484 -0.8138  0.079
N 0.3340 0.1690 2.0836  0.082
C 1.2744 4.3695 2.0259  -0.101
C -0.1375 3.8256 0.3125  -0.254
C -3.8355 -4.7887 0.6774  -0.090
C 1.9327 -2.6224 3.8556  -0.016
C -2.4934 -2.8332 0.7682  -0.105
C -4.3638 -2.9112 -0.7682  -0.015
C 2.0940 1.1199 -2.0256  -0.534
C -4.0066 2.8080 -4.7213  -0.088
C 0.4060 6.3131 0.8681  -0.017
C -3.2782 -2.2448 -0.2172  -0.112
C 2.5026 -0.1582 -1.2277  -0.547
C -2.5143 4.2215 -3.4257  -0.011
C -3.8834 1.7687 -3.8114  -0.014
C 3.0843 -2.5529 4.6246  -0.091
C 1.1367 7.1062 1.7384  -0.091
C 0.7978 -3.0578 -2.4730  -0.742
C 1.9382 6.5354 2.7393  -0.092
C -2.6966 -0.9292 -0.4723  -0.327
C -3.3281 4.0224 -4.5296  -0.087
C -4.6339 -4.1903 -0.3093  -0.091
C -3.0652 1.9729 -2.7093  -0.095
C 3.7512 -1.3334 4.8219  -0.091
C 0.3400 -1.1520 2.4052  -0.281
C -2.3943 3.1780 -2.5179  -0.095
C 1.0953 2.9235 1.9183  -0.258
C 3.2751 -0.1584 4.2614  -0.015
C -1.6073 3.0129 -1.3001  -0.273
C 2.0126 5.1606 2.8972  -0.018
C 2.1144 -0.2301 3.5004  -0.100
C 1.3767 0.7633 2.7229  -0.273
C -1.4631 -1.8543 1.1082  -0.280
C 1.4589 -1.4407 3.2980  -0.103
C -2.7575 -4.1146 1.2315  -0.016
C -2.6598 1.0974 -1.6075  -0.269
C 3.2061 -5.5923 -1.4443  -0.010
C 2.2166 -4.7483 -2.1584  -0.345
C 0.4906 4.9359 1.0229  -0.101
H -4.0668 -5.7945 1.0085  0.094
H 2.7639 -6.0039 -0.5357  0.083
H -4.3888 0.8199 -3.9558  0.112
H -4.9711 -2.4373 -1.5324  0.111
H -4.6264 2.6816 -5.6028  0.095
H 1.4209 -3.5610 3.6708  0.111
H 0.3921 -3.7705 -4.3777  0.138
H -1.9757 5.1511 -3.2740  0.113
H 2.6258 4.7080 3.6687  0.110
H 2.9159 -2.9231 -0.3106  0.088
H 3.7916 0.7875 4.3926  0.111
H 3.4839 -3.4545 5.0750  0.094
H -3.4386 4.8119 -5.2655  0.095
H 4.6622 -1.3154 5.4103  0.094
H 1.4696 -2.2789 -0.2207  0.029
H 3.5237 -6.3988 -2.1000  0.078
H -5.4745 -4.7402 -0.7164  0.094
H 4.0784 -5.0036 -1.1530  0.083
H -2.1332 -4.5638 1.9959  0.110
H -0.2086 6.7443 0.0846  0.111
H 1.0915 8.1851 1.6467  0.094
H 2.5094 7.1824 3.3956  0.094

**F_max**: 0.0265 Eh/bohr
**HOMO energy (alpha / beta)**: -3.904 / -3.915 eV
**Total charge**: -1
**Kohn-Sham gap (alpha / beta)**: 5.0 / 5.0 eV

# 2
ORCA calculation (ωB97M-V with the def2-TZVPD basis set) on a molecular structure, C37H23AsBr4CsN3O4.

Each line ends with the Löwdin charge.
Element x y z (Å)
Cs -1.5157 0.9757 1.1338  1.162
Br -4.8644 -1.7393 -5.1543  0.613
Br -5.1235 1.5240 -5.5918  0.610
Br -3.5412 3.5763 -3.4865  0.666
Br -3.0462 -2.8967 -2.5940  0.712
As 0.8779 0.0312 -1.2885  1.353
O -1.7993 -0.6321 -1.0544  -0.405
O -0.8858 2.6895 3.3545  -0.207
O -2.1315 2.0289 -1.3261  -0.328
O -0.7880 5.1569 3.7489  0.044
N -0.3828 1.2019 5.0682  0.021
N -0.9398 -1.8702 2.4111  0.061
N -0.5844 0.2076 4.1548  -0.027
C 0.1644 5.7167 7.1917  -0.122
C 1.3995 -2.7960 -0.4702  -0.115
C 0.2443 -0.0088 -3.1285  -0.309
C 2.7767 0.2602 -1.9555  -0.343
C -0.8453 -0.4341 -5.6425  -0.082
C -2.7305 1.2571 -2.1330  -0.527
C -0.5624 2.4109 4.5413  -0.463
C 0.1160 -1.3125 -3.6220  -0.207
C 4.5542 1.8362 -2.4399  -0.111
C -4.1309 0.8248 -4.1316  -0.797
C 0.0609 3.3545 6.8067  -0.049
C -0.1865 1.0697 -3.8802  -0.080
C -3.2531 -1.0198 -2.8787  -0.627
C 0.2980 4.4155 7.6640  -0.125
C -0.4280 -1.5207 -4.8839  -0.037
C -4.0195 -0.5394 -3.9545  -0.797
C -2.5749 -0.1995 -1.9773  -0.498
C -3.5080 1.6934 -3.2250  -0.664
C 0.5675 -3.7351 -2.9584  -0.049
C -0.2009 5.9531 5.8819  -0.034
C -0.3226 -3.4278 4.1069  -0.049
C 1.0219 -4.6187 -1.9898  -0.097
C 0.9481 -1.9089 -1.4319  -0.347
C -1.1076 -2.8688 1.5584  -0.136
C -0.3095 3.5579 5.4791  -0.076
C -0.3856 -0.9802 4.5738  -0.135
C 0.5331 -2.3696 -2.6890  -0.220
C -0.5580 -2.1235 3.6689  -0.279
C -0.8950 -4.1996 1.9124  -0.075
C -0.4413 4.8832 5.0113  -0.280
C 5.3339 0.8147 -2.9625  -0.123
C 3.5735 -0.7561 -2.4776  -0.096
C 1.4404 -4.1551 -0.7490  -0.111
C -0.4944 -4.4731 3.2106  -0.091
C 3.2910 1.5540 -1.9365  -0.132
C 4.8385 -0.4821 -2.9764  -0.105
C -0.7250 0.8534 -5.1429  -0.078
H 0.3495 6.5562 7.8534  0.088
H 3.2030 -1.7735 -2.5050  0.094
H 6.3217 1.0262 -3.3553  0.087
H 1.0459 -5.6810 -2.2058  0.091
H -1.4245 -2.5890 0.5545  0.097
H -0.1680 2.0688 -3.4586  0.111
H -1.1064 1.6921 -5.7133  0.104
H 5.4413 -1.2868 -3.3829  0.092
H -0.5744 -2.5254 -5.2615  0.101
H 1.7078 -2.4261 0.5016  0.107
H 2.6838 2.3544 -1.5249  0.092
H -0.8905 4.2444 3.3241  0.062
H -0.3169 -5.4955 3.5245  0.094
H -1.0293 -4.9887 1.1850  0.099
H -1.3109 -0.5956 -6.6072  0.099
H 1.7808 -4.8521 0.0079  0.093
H 0.1579 2.3301 7.1383  0.095
H -0.0707 -1.1646 5.6055  0.103
H 4.9341 2.8512 -2.4242  0.092
H -0.3073 6.9590 5.4955  0.106
H 0.2408 -4.1131 -3.9196  0.101
H -0.0129 -3.6097 5.1285  0.097
H 0.5868 4.2390 8.6932  0.083

**F_max**: 0.0175 Eh/bohr
**HOMO energy**: -1.096 eV
**ΔE to the lowest compared entry with this formula, charge and spin**: 0.00 kcal/mol
**Total charge**: -2
**Kohn-Sham gap**: 4.9 eV

# 3
ORCA calculation (ωB97M-V with the def2-TZVPD basis set) on a molecular structure, C37H23F3HfN2O11PS.

Each line ends with the Löwdin charge.
Element x y z (Å)
Hf -0.1816 -0.1078 0.1426  1.678
S -2.3582 -1.4716 1.3015  0.559
P 1.1002 2.5569 0.0551  1.154
F -3.3825 0.2658 3.0577  0.145
F -3.3919 -1.7580 3.7536  0.130
F -1.5397 -0.6770 3.7215  0.146
O -0.9294 -1.7881 1.3131  -0.345
O -2.6052 -0.3221 0.4523  -0.334
O -1.7351 2.7473 2.7813  0.079
O -0.5205 0.3366 -2.4455  0.049
O -1.0080 -6.3428 -3.5846  -0.025
O -2.0221 0.9753 -3.9890  0.156
O -3.2581 -2.5650 1.1458  -0.215
O 1.2065 -0.9301 -0.9973  -0.198
O 2.1007 -2.9668 -1.0063  0.104
O -2.9593 -5.4405 -4.2444  -0.038
O -0.8266 0.9556 1.8005  -0.204
N -1.2121 -1.8501 -1.3159  -0.013
N -1.5440 1.7662 -0.5792  0.031
C -3.0997 2.8630 -2.0486  0.032
C -3.5656 3.6193 -0.9915  -0.016
C 1.0262 2.9457 -4.0084  -0.090
C 3.2478 -1.7288 2.3865  -0.066
C -1.9074 -5.5117 -3.6145  -0.720
C 0.8631 7.1464 0.6291  -0.091
C -2.0825 1.9371 -1.8012  -0.166
C 1.9982 -1.3630 1.8555  -0.117
C -0.2160 -2.7167 -1.5409  -0.166
C 1.4926 6.6541 -0.5021  -0.082
C 2.8268 0.8253 1.3692  -0.186
C -3.0509 3.3908 0.2861  0.050
C 1.6201 5.2896 -0.6937  -0.104
C 1.7470 -0.1080 1.3263  -0.177
C 0.4860 4.8987 1.3807  -0.077
C 1.5120 2.3929 -1.7158  -0.358
C 4.9432 2.6974 1.5214  -0.084
C -1.4950 2.0467 1.8160  -0.616
C -1.4776 1.0320 -2.7694  -0.437
C -2.0475 2.4467 0.4430  -0.190
C 0.3764 6.2636 1.5787  -0.075
C 2.6975 2.1422 0.8435  -0.293
C 3.7224 3.0544 0.9357  -0.080
C 4.0845 0.4770 1.9479  -0.169
C 2.6581 1.2620 -3.5009  -0.057
C 1.9599 2.0123 -4.4327  -0.084
C 5.1209 1.4321 2.0063  -0.038
C 0.7916 3.1259 -2.6584  -0.144
C 4.2743 -0.8295 2.4374  -0.049
C -0.3950 -3.9310 -2.1912  0.077
C 1.0985 4.3928 0.2355  -0.330
C 1.1546 -2.2151 -1.1332  -0.561
C -2.6755 -0.8633 3.0589  -0.629
C -2.4312 -2.1910 -1.7269  -0.129
C 2.4433 1.4539 -2.1478  -0.076
C -1.6558 -4.2412 -2.6822  -0.068
C -2.6949 -3.3567 -2.4248  0.016
H 0.0496 3.8451 -2.3302  0.108
H 3.3658 0.5148 -3.8296  0.111
H 1.8873 7.3373 -1.2418  0.102
H 0.7565 8.2126 0.7722  0.099
H -3.4884 2.9722 -3.0485  0.123
H -1.5501 0.3055 -4.5080  0.150
H -3.2227 -1.4910 -1.4923  0.108
H 2.1274 4.9234 -1.5737  0.104
H 3.3911 -2.7364 2.7490  0.103
H 3.5963 4.0573 0.5545  0.093
H -3.4103 3.9218 1.1520  0.127
H -4.3379 4.3579 -1.1486  0.113
H -3.6857 -3.5820 -2.7881  0.115
H 2.1398 1.8693 -5.4900  0.101
H 0.4697 3.5269 -4.7317  0.104
H 2.9830 0.8642 -1.4232  0.109
H -0.1001 6.6375 2.4733  0.105
H 6.0626 1.1427 2.4532  0.107
H 1.2166 -2.1183 1.8658  0.087
H 0.0875 4.2138 2.1144  0.094
H 5.2377 -1.1009 2.8468  0.104
H 0.4388 -4.6050 -2.3322  0.129
H 5.7427 3.4236 1.5678  0.097

**F_max**: 0.0655 Eh/bohr
**HOMO energy**: -5.346 eV
**ΔE to the lowest compared entry with this formula, charge and spin**: 31.02 kcal/mol
**Total charge**: -1
**Kohn-Sham gap**: 6.0 eV